A structure of composition C4H7NO, computed with ωB97M-V with the def2-TZVPD basis set.

Geometry as XYZ:
```
13
Properties=species:S:1:pos:R:3
C -0.81367 0.34661 1.10755
C -0.83846 -0.49839 -0.15514
C 0.03854 0.22920 -1.17031
N 1.24506 0.30875 -0.31874
C 0.29275 -0.88771 0.70222
O 0.87446 -1.80565 1.22405
H -1.03353 1.41408 0.90260
H -1.36565 0.01529 1.97693
H 1.15642 0.99859 0.41879
H -1.67762 -1.12158 -0.44537
H -0.29939 1.21695 -1.50328
H 0.24831 -0.41223 -2.02849
H 2.17278 0.19608 -0.71082
```

For the total energy, the calculation gives -286.48383 a.u. For the LUMO energy, the calculation gives 0.030 hartree. The multiplicity is 1.

A structure of composition C2ClI3O in a non-equilibrium geometry, computed with ωB97M-V with the def2-TZVPD basis set.

Geometry as XYZ:
```
7
Properties=species:S:1:pos:R:3
C 0.54288 -0.50677 -0.90160
C 1.24628 0.34527 -0.22588
O -0.15216 -1.28764 -1.40250
Cl -2.41328 -0.83961 2.04627
I -3.05131 0.24559 0.11392
I 2.98638 -0.36340 0.74596
I 0.84120 2.40657 -0.37617
```

For the total energy, the calculation gives -1504.67060 a.u. For the LUMO energy, the calculation gives -0.051 hartree. The multiplicity is 1.

A structure of composition C6H10NS in a non-equilibrium geometry, computed with ωB97M-V with the def2-TZVPD basis set.

Geometry as XYZ:
```
18
Properties=species:S:1:pos:R:3
C -1.40983 -0.13045 1.29350
C 1.89160 0.33239 -0.19642
C -2.66046 -1.02100 1.28713
C 3.76989 -0.89291 -0.97978
C -3.24914 1.47499 0.51145
C 2.73590 0.16814 -1.29486
N -2.50426 0.29700 0.86577
S 0.92605 0.23054 0.93486
H -2.82052 -1.75917 0.54780
H -3.22501 -1.09385 2.23675
H 4.40001 -0.49998 -0.24232
H 4.28416 -1.32577 -1.77384
H 3.18924 -1.62123 -0.53916
H -3.93151 1.51134 1.31332
H -3.83054 1.28128 -0.50220
H -2.71270 2.35961 0.55708
H 2.05464 -0.31655 -2.14234
H 3.09247 1.00564 -1.87672
```

For the total energy, the calculation gives -687.09542 a.u. Its net charge is +1. For the LUMO energy, the calculation gives -0.178 hartree. The multiplicity is 1.

| no. | HOMO energy (eV) |
| --- | --- |
| 1 | -7.99 |
| 2 | -8.81 |
| 3 | -13.04 |